No. 1
{"formula": "C22H18BrN5O8Pd", "method": "the ωB97M-V functional and the def2-TZVPD basis", "symbols": ["H", "H", "O", "C", "C", "O", "C", "C", "C", "H", "N", "N", "N", "H", "C", "H", "O", "H", "H", "H", "C", "Pd", "C", "C", "H", "N", "C", "H", "C", "C", "O", "N", "C", "O", "C", "Br", "H", "H", "C", "H", "C", "O", "H", "H", "C", "H", "C", "C", "O", "O", "H", "C", "H", "C", "C"], "positions_angstrom": [[-3.04647, 2.26172, 3.79478], [-4.07992, 2.23547, 2.49311], [3.43299, -0.58902, 2.75250], [2.37203, -2.14421, 4.04807], [-2.04925, 1.67716, 1.86410], [1.57906, 1.89730, 2.45218], [-2.36472, -0.38706, 2.36456], [2.95327, -3.19812, 3.30404], [-3.21479, 1.72434, 2.85793], [-3.14413, 2.50399, -6.37524], [2.77512, -0.97099, 3.70494], [0.90755, -2.81917, 6.02130], [1.01769, -1.42757, 0.14233], [-0.55077, -0.70388, 3.74553], [1.67889, 3.99068, -0.31291], [-2.02889, 2.52186, 1.21970], [-2.00706, 0.85197, -1.93703], [1.58651, -5.06328, -1.64507], [4.04385, -2.65925, -0.29800], [-0.07915, -3.03613, -0.67397], [-3.47303, 0.22772, 3.21105], [-0.69545, -0.06604, -0.28390], [2.20618, -4.67990, -0.78034], [-2.25199, 2.27072, -5.85571], [-2.44686, -1.35575, 2.05210], [3.63125, -3.98852, 2.79427], [-1.02938, 1.23106, -4.03160], [2.61356, -0.22835, 0.41737], [1.55188, -2.38860, 5.20001], [0.15285, 2.29649, -5.85211], [0.01697, 0.00105, -2.26630], [2.01419, -3.26042, -0.50724], [0.84546, -2.61502, -0.33647], [0.99329, 4.79370, 0.16495], [-1.08666, 2.62590, -6.52196], [1.72312, 2.75156, -6.70053], [3.19333, -4.85574, -1.03577], [-1.06739, 3.17194, -7.45787], [0.63754, 1.57455, 1.73016], [-3.34564, -0.05267, 4.27645], [-0.70332, 1.32719, 2.54217], [0.61324, 1.43221, 0.42500], [1.07216, 1.17495, -4.12067], [1.96931, -5.29343, 0.07286], [2.39377, -1.20586, 0.15842], [-4.41285, -0.04331, 2.82264], [2.99669, -2.37043, -0.20453], [0.16162, 1.52485, -4.65087], [2.39522, 3.35032, -0.98158], [-2.37029, 0.46326, 1.20198], [-3.15764, 1.43255, -4.09072], [-2.25229, 1.66718, -4.62184], [-0.67283, 1.87294, 3.42594], [-1.02950, 0.63921, -2.67055], [-0.96834, -0.09109, 2.95237]], "atomic_forces_ev_per_a": [[0.67, 0.15, -0.14], [-0.56, -0.04, -0.83], [-0.85, -0.67, 1.87], [0.16, 0.21, 0.02], [0.14, -0.16, 1.02], [-0.24, -0.28, -1.33], [1.55, 1.74, 0.97], [1.19, -1.90, -0.49], [0.32, 0.12, 2.01], [-1.05, 0.17, -0.08], [0.48, 1.72, -1.33], [-1.51, -0.66, 1.97], [-0.10, 0.68, -0.56], [0.16, 0.40, -0.12], [0.98, 0.12, -2.01], [0.14, 0.44, -0.86], [-0.44, -0.22, 0.87], [0.48, 0.79, 0.90], [-0.45, 0.25, 0.14], [-0.36, -0.26, 0.25], [1.42, 0.50, 0.25], [0.18, 0.24, 0.17], [-2.32, -0.12, -0.87], [0.48, 0.29, -0.48], [-0.65, -2.65, -0.72], [-1.04, 0.76, 0.29], [-1.42, 0.95, -0.83], [1.36, 1.43, 0.38], [1.61, 0.64, -2.27], [-2.42, -0.91, 0.12], [-0.73, 0.30, -0.65], [-0.32, -0.55, -0.34], [-0.14, -1.39, -0.04], [-0.26, -0.42, 0.77], [2.31, -0.74, 2.10], [1.04, 0.26, -0.34], [2.02, -0.16, -0.46], [-0.06, -0.16, 0.10], [-0.52, 0.11, 0.69], [-0.31, 0.37, -0.62], [-0.31, -0.70, -1.00], [0.09, 0.32, 1.67], [-0.46, 0.52, -0.79], [-0.12, -0.03, 0.46], [-1.91, -1.28, 0.03], [-1.24, -0.67, -0.19], [1.33, 0.44, 0.09], [0.90, 0.65, -0.75], [-0.66, 0.20, 1.19], [0.14, -0.84, -1.03], [-0.27, 0.08, -0.01], [1.15, -1.02, 0.73], [0.77, 1.44, 1.56], [1.12, -0.11, -0.63], [-1.45, -0.30, -0.86]], "lowdin_spin": [0.001, 0.000, 0.590, 0.024, 0.004, 0.025, 0.067, 0.014, 0.002, 0.000, 0.400, -0.019, 0.074, 0.038, 0.000, 0.000, 0.068, 0.000, 0.000, 0.003, 0.034, 1.471, 0.001, 0.000, 0.008, -0.017, 0.004, 0.000, -0.003, 0.000, 0.128, 0.003, 0.010, 0.000, 0.001, 0.000, 0.000, 0.000, 0.043, 0.003, 0.093, 0.159, 0.001, 0.000, 0.009, 0.005, 0.007, 0.002, 0.001, 0.057, 0.001, 0.003, 0.019, 0.018, 0.648], "total_charge": 0, "fmax_ev_per_a": 3.206, "multiplicity": 5, "gap_ev": [7.00, 6.29], "molar_mass_g_mol": 666.7}

***

No. 2
{"formula": "C51H82N3O19P2S10", "method": "the ωB97M-V functional and the def2-TZVPD basis", "symbols": ["H", "H", "S", "C", "H", "H", "H", "H", "H", "C", "H", "C", "S", "H", "C", "C", "H", "H", "H", "C", "S", "H", "H", "H", "H", "H", "H", "C", "H", "H", "H", "H", "H", "H", "H", "O", "H", "S", "H", "H", "C", "H", "C", "H", "H", "O", "S", "O", "H", "O", "H", "O", "O", "H", "H", "C", "H", "C", "H", "C", "C", "H", "O", "H", "C", "S", "H", "C", "N", "H", "N", "C", "H", "O", "H", "H", "S", "H", "C", "H", "O", "H", "O", "C", "C", "C", "O", "H", "H", "C", "H", "H", "P", "H", "H", "C", "H", "H", "H", "C", "C", "C", "C", "H", "C", "H", "H", "H", "H", "S", "H", "H", "C", "C", "C", "O", "O", "H", "C", "H", "H", "H", "H", "N", "H", "H", "C", "C", "C", "H", "C", "C", "H", "O", "H", "C", "O", "C", "C", "O", "H", "H", "O", "C", "H", "S", "P", "C", "C", "S", "C", "O", "O", "C", "H", "C", "C", "C", "H", "H", "H", "C", "H", "C", "H", "C", "C"], "positions_angstrom": [[-2.07587, -6.48627, 0.11467], [-0.77970, -3.29705, -6.84218], [-3.70934, -8.70498, -1.39821], [3.10110, -2.52738, 2.64400], [-0.49746, 12.13824, 0.12598], [0.15495, -3.35546, -1.18560], [2.82901, -3.89517, -11.97023], [-4.23118, -7.02327, -2.99874], [5.76143, 0.09874, 5.63887], [2.91881, -3.76136, -3.08303], [-4.95488, -6.09748, -0.84300], [0.20497, 10.78409, 1.67242], [-3.41354, 1.62052, 2.37013], [1.37385, -1.28343, 2.93444], [0.42456, 6.50343, 3.94490], [-3.26694, 3.17429, 9.41400], [-2.96141, -2.73934, 0.51023], [-4.72345, 1.63686, 2.10410], [-3.61705, -2.08352, -4.89108], [3.19158, -1.01920, -2.12220], [0.65249, -3.54583, -9.73637], [7.98463, -2.52290, 3.49215], [0.96353, -0.98994, 0.50768], [-5.60362, -2.02736, 3.12272], [-1.12534, 12.54723, 4.29758], [7.92167, 1.14043, 5.04767], [-2.41394, 0.83845, -3.06694], [-3.07176, 2.21422, 6.92894], [3.84811, -3.27851, -3.33571], [3.26840, -5.43102, -4.38384], [-3.28235, -4.97830, -7.41121], [1.17288, -6.58443, -3.80015], [3.10612, 4.36011, 3.93227], [-1.54810, -0.66076, -3.01841], [3.29283, -2.67500, 3.67910], [0.70481, 10.60784, 4.27149], [0.52463, -1.00654, -2.50437], [6.40204, -2.12874, 5.20060], [-1.19143, 3.00377, 8.84913], [2.30505, -2.05393, -10.56309], [2.62976, -2.17962, -0.08568], [-2.60394, -8.72364, 0.71060], [-2.03967, 3.65981, 8.64515], [-2.45555, 11.62720, 3.55530], [-0.07834, 0.19187, 2.85648], [0.47499, 3.85093, 3.76292], [2.43452, 0.35234, -2.87636], [4.98448, -2.37527, 5.07847], [-3.63296, -0.87185, 3.38669], [-2.62106, -9.54613, -1.81843], [-1.74024, 11.07786, 0.78877], [1.51172, 0.96745, 0.11712], [-3.16068, 0.56951, 8.98985], [0.71736, -1.80129, -11.32885], [-0.28696, 1.79664, -3.29789], [1.78725, -1.59509, 0.85434], [1.81462, -3.00730, -13.09718], [6.67644, -0.46702, 5.81147], [-3.55985, -5.10330, -1.27959], [0.72247, -0.11447, -3.08285], [-1.64584, 0.29311, -2.52110], [-0.39465, -5.54545, -2.20989], [-0.24496, 0.37751, 1.92383], [3.79113, 7.01286, 4.16459], [1.82030, -3.51347, -12.13414], [4.81317, -1.02049, -2.06398], [1.16226, 11.29801, 1.75219], [-3.55516, -7.08711, -2.15100], [-2.82810, -1.75095, 0.33188], [-4.55312, -2.86760, -7.35828], [2.31383, -1.94518, -1.48112], [-3.15049, -6.65273, 0.21998], [-0.40858, 13.43304, 2.21097], [-0.73028, -3.13858, -9.62181], [0.09568, 1.27787, -1.63042], [1.67507, 7.69605, 5.23221], [0.90384, 4.93123, 4.64006], [0.52743, -0.38903, -4.11530], [-2.34528, 2.36482, -0.42980], [1.37334, 1.99757, 3.34090], [-3.30821, 2.99708, -0.66929], [-0.48144, 6.85157, 4.43450], [7.23404, -3.04039, 5.94004], [-3.87790, -6.11603, -1.02333], [2.59600, -4.97970, -3.67267], [1.44232, -2.54494, -11.00516], [-5.07478, -9.14342, -1.52538], [-0.15679, -4.33789, -12.45241], [-0.93189, -5.06740, -6.69599], [-2.98466, 0.46328, 1.09436], [-2.11801, 13.27635, 1.83630], [1.13482, -5.50647, -12.72297], [0.81900, 1.43817, 1.31491], [-3.08562, -2.42190, 2.78993], [8.38725, -0.23440, 2.86986], [7.83029, 0.05894, 4.96450], [-1.55017, 3.70955, 6.51605], [-5.54200, -1.35966, 1.64391], [-2.46051, -3.89329, -8.53389], [-3.15257, -0.90229, 1.32335], [2.68113, 5.17609, 4.51308], [-1.46129, -4.11994, -6.63023], [-2.41540, 3.57977, 7.15989], [1.61267, -5.62027, -10.30094], [-0.86114, 11.67414, 1.04055], [-3.47375, -6.14826, 1.13072], [-3.06110, 2.87231, 10.43778], [-4.07035, 3.90964, 9.39376], [1.58347, 8.29537, 3.58444], [-2.07538, -3.90153, -4.96976], [-3.84866, 2.24199, 6.16861], [8.76890, -0.38461, 5.30167], [2.02226, -1.76169, 2.21668], [2.04238, -3.18085, -2.17475], [1.41171, -5.63488, -3.35264], [-1.08747, 2.83022, -0.51783], [-5.26381, 1.76774, 8.35737], [0.33258, 9.82541, 1.17472], [-2.35834, -1.36167, -0.86345], [0.24044, 6.35488, 2.88032], [3.07730, 5.15781, 5.52607], [-1.15769, 3.34284, 1.86385], [-0.16919, -5.67794, -10.39837], [-5.06495, -1.99835, 2.26792], [6.70665, 0.21266, 3.12363], [2.92815, 6.41087, 2.75674], [-2.47667, 0.89309, -0.13711], [0.81808, -4.67577, -12.09574], [7.53026, -0.38109, 3.52435], [6.38677, -2.11519, 2.81848], [1.63747, 7.39338, 4.18486], [3.93576, -3.11678, 1.69437], [-2.14947, -2.13429, -1.58680], [0.52733, 4.89937, 6.02986], [-1.75929, 4.66961, 8.93730], [-3.69153, -1.55085, 2.54463], [1.48003, -3.62083, -8.55936], [-2.71664, -4.04653, -7.49309], [-1.42982, 11.96753, 3.43055], [-1.21141, -3.00155, -4.23460], [4.36994, -3.39358, -0.38985], [6.89168, -0.51673, 6.87594], [1.81107, 1.79779, 2.49791], [7.12609, -1.85963, 3.57306], [-4.42722, -3.65852, -5.08961], [-3.83006, 1.74411, 8.49272], [-0.20429, 3.31328, 0.83720], [3.70901, -2.95067, 0.33517], [0.83942, -3.82118, -1.87974], [-0.38942, 10.50395, 3.33901], [-0.25812, 0.96519, -2.60486], [-1.22679, 9.32594, 3.33852], [-2.41235, -5.18748, -4.40775], [-2.15647, -0.02436, -1.14724], [4.77529, -3.69801, 2.04182], [0.71810, -5.09417, -10.63203], [-3.43502, -8.15760, 0.29941], [2.86629, 6.54201, 3.83866], [-2.33890, 1.44852, 6.68041], [-3.06884, -1.93870, -7.20202], [-2.52709, -6.97408, -2.48995], [-3.54887, -2.88307, -6.93933], [-3.12459, 4.37487, 6.92018], [-3.59362, -3.03810, -5.41377], [-4.34210, -8.37354, 0.85957], [-1.22502, 12.71700, 2.10704], [0.52861, -5.04341, -2.45341]], "atomic_forces_ev_per_a": [[0.01, -0.02, -0.03], [0.03, -0.01, 0.02], [0.09, 0.08, 0.02], [-0.26, 0.07, -0.83], [0.00, 0.01, -0.01], [-0.04, 0.10, 0.14], [0.01, -0.01, 0.02], [0.02, -0.09, -0.03], [-0.03, -0.03, -0.01], [-0.16, -0.09, -0.10], [-0.01, 0.02, -0.02], [-0.06, 0.09, -0.18], [0.21, 0.12, 0.16], [-0.04, -0.10, 0.20], [-0.01, 0.12, -0.11], [0.16, 0.14, 0.01], [-0.03, -0.09, -0.04], [-0.14, 0.03, -0.06], [0.05, -0.06, 0.07], [-0.27, 0.30, 0.26], [0.19, -0.11, -0.23], [-0.01, -0.04, 0.08], [0.17, -0.52, -0.09], [-0.04, -0.16, 0.07], [0.01, -0.07, 0.06], [0.01, 0.01, 0.00], [-0.06, 0.26, 0.03], [0.12, 0.18, -0.20], [0.10, 0.09, 0.01], [0.17, 0.00, -0.08], [0.02, -0.01, 0.04], [-0.03, -0.17, -0.09], [-0.04, -0.08, 0.05], [-0.18, -0.32, -0.38], [0.14, -0.04, 0.58], [-0.02, -0.13, 0.05], [0.26, -0.27, 0.27], [-0.01, 0.10, -0.05], [0.01, 0.00, 0.03], [-0.04, 0.03, 0.08], [-0.23, 0.22, 0.48], [-0.02, -0.08, -0.03], [-0.05, -0.11, -0.06], [0.02, -0.09, 0.00], [-0.05, -0.16, 0.01], [-0.10, -0.33, 0.08], [0.30, -0.09, -0.52], [0.12, -0.04, 0.13], [0.12, 0.23, 0.07], [-0.06, -0.05, -0.03], [0.01, -0.02, -0.02], [-0.33, 0.61, -0.07], [-0.03, -0.04, 0.00], [-0.07, -0.02, 0.06], [0.05, 0.29, 0.05], [0.01, -0.49, 0.08], [0.00, 0.02, -0.01], [0.11, 0.17, 0.01], [0.01, 0.00, -0.04], [-0.54, 0.13, 0.04], [-0.04, 0.34, -0.04], [-0.17, 0.01, 0.02], [0.05, 0.33, 0.28], [0.01, -0.01, 0.02], [-0.03, -0.05, 0.06], [0.18, 0.03, 0.09], [0.01, 0.00, 0.04], [0.03, 0.18, 0.04], [0.09, 0.31, -0.17], [-0.02, 0.00, 0.00], [0.52, -0.54, 0.04], [0.00, 0.00, -0.07], [0.02, -0.01, 0.01], [0.08, 0.09, 0.03], [-0.07, 0.23, -0.13], [-0.04, 0.06, 0.00], [0.09, 0.62, 0.02], [0.06, 0.05, -0.24], [0.42, -0.85, 0.05], [0.08, 0.50, -0.01], [-0.98, 0.85, -0.30], [-0.03, -0.07, 0.01], [-0.03, -0.04, 0.00], [-0.02, -0.06, 0.11], [-0.39, -0.06, 0.14], [0.17, 0.00, -0.19], [0.00, -0.04, 0.00], [-0.02, -0.02, 0.00], [0.04, 0.00, 0.14], [-0.35, -0.39, -0.20], [-0.01, 0.01, 0.01], [0.00, -0.01, -0.01], [0.31, 0.29, -0.03], [0.16, -0.11, 0.00], [0.01, 0.00, -0.01], [0.00, -0.08, -0.06], [0.06, 0.04, 0.02], [-0.05, 0.08, 0.04], [0.03, 0.01, -0.03], [0.41, 0.23, -0.32], [0.20, -0.01, -0.19], [-0.13, 0.02, -0.20], [-0.07, -0.01, 0.00], [0.01, 0.01, 0.04], [-0.05, 0.00, 0.08], [-0.01, -0.01, 0.02], [-0.06, -0.08, 0.00], [-0.04, -0.02, -0.01], [0.01, 0.05, 0.03], [0.18, 0.20, -0.28], [-0.06, -0.07, 0.04], [0.00, 0.00, 0.03], [0.32, -0.29, -0.45], [-0.23, 0.00, -0.21], [0.10, 0.43, 0.15], [-0.19, 0.31, 0.48], [0.00, -0.08, 0.03], [0.01, -0.05, 0.09], [-0.04, 0.09, 0.26], [-0.01, -0.04, 0.00], [-0.09, -0.02, 0.05], [-0.39, -0.28, -0.06], [-0.01, 0.05, 0.10], [0.09, 0.01, -0.17], [-0.03, 0.00, 0.01], [-0.01, -0.02, -0.01], [0.16, -0.39, 0.13], [0.00, 0.10, 0.02], [-0.02, -0.01, 0.08], [-0.04, -0.07, 0.04], [0.14, -0.13, 0.07], [-0.22, 0.20, 0.18], [0.08, -0.17, -0.09], [-0.03, -0.27, 0.00], [0.01, 0.01, 0.00], [-0.50, -0.07, 0.33], [-0.15, 0.07, 0.10], [-0.25, -0.10, 0.13], [-0.07, 0.20, -0.09], [-0.17, 0.10, 0.29], [0.06, -0.12, -0.12], [-0.04, -0.09, 0.02], [-0.20, -0.44, 0.13], [0.05, 0.15, -0.17], [0.05, -0.07, 0.03], [-0.01, 0.12, -0.04], [0.87, 0.75, -0.15], [-0.17, 0.14, 0.12], [0.13, -0.22, -0.10], [0.00, 0.21, -0.11], [0.27, -0.77, -0.05], [0.07, -0.09, 0.06], [-0.05, -0.01, 0.24], [0.08, -0.37, 0.13], [0.10, -0.18, -0.05], [0.00, -0.08, -0.19], [0.08, 0.18, 0.14], [-0.12, -0.02, -0.03], [-0.01, -0.06, 0.10], [0.03, 0.00, 0.00], [0.00, -0.04, -0.05], [0.07, -0.01, 0.01], [-0.03, 0.00, 0.03], [-0.13, 0.09, -0.17], [-0.05, -0.04, -0.06], [0.05, -0.07, 0.00], [0.38, 0.02, -0.03]], "lowdin_charge": [0.111, 0.098, 0.665, -0.067, 0.117, 0.100, 0.119, 0.108, 0.104, -0.015, 0.120, -0.231, 0.889, 0.080, -0.223, -0.225, 0.181, -0.080, 0.092, -1.098, 0.672, 0.108, 0.066, 0.084, 0.105, 0.114, 0.139, -0.227, 0.082, 0.105, 0.124, 0.104, 0.101, 0.084, 0.070, -0.324, 0.063, 0.672, 0.122, 0.104, -0.238, 0.103, -0.212, 0.106, 0.083, -0.403, 0.962, -0.335, 0.090, -0.315, 0.120, -0.293, -0.320, 0.105, 0.119, -0.044, 0.116, -0.231, 0.095, -0.461, -0.108, 0.088, -0.186, 0.120, -0.207, 0.718, 0.110, -0.242, 0.183, 0.117, -0.114, -0.220, 0.119, -0.332, 0.054, 0.131, 0.693, 0.087, -0.567, 0.057, 0.205, 0.108, -0.309, -0.226, -0.060, -0.212, -0.315, 0.120, 0.116, -0.453, 0.116, 0.118, 0.302, 0.127, 0.115, -0.220, 0.079, 0.075, 0.084, -0.225, -0.204, -0.223, -0.214, 0.111, -0.217, 0.107, 0.109, 0.108, 0.092, 0.670, 0.091, 0.121, -0.070, -0.229, -0.074, -0.320, -0.326, 0.105, 0.060, 0.107, 0.109, -0.086, 0.109, 0.038, 0.116, 0.120, -0.057, -0.215, -0.208, 0.080, -0.212, -0.065, 0.141, -0.307, 0.118, -0.216, -0.319, -0.218, -0.212, -0.339, 0.099, 0.108, -0.144, -0.209, 0.104, 0.659, 0.956, -0.026, -0.032, 0.658, -0.213, -0.326, -0.322, -0.089, 0.103, -0.225, -0.213, -0.196, 0.098, 0.121, 0.085, -0.199, 0.121, -0.215, 0.104, -0.207, -0.086], "total_charge": 1, "fmax_ev_per_a": 1.334, "gap_ev": 5.95, "molar_mass_g_mol": 1423.8}

***

Question: What is the formula in the second record?
Answer: C51H82N3O19P2S10